No. 1
35
Properties=species:S:1:pos:R:3:forces:R:3 method="wB97M-V/def2-TZVPD" gap_ha=0.28014 smiles="C[C@H](O)C[C@@H]1[NH2+]CC[C@@H]1CCC(F)=C(F)F" relative_energy_ev=0.464 largest_force_ev_per_a=1.9 e_homo_ev=-10.9 charge=+1
C -2.86191 1.91706 -0.12341 0.03 -0.25 0.65
C -2.50036 0.61844 -0.80004 -0.49 -0.15 -0.92
O -2.96628 -0.48335 -0.03146 0.37 0.42 0.31
C -1.00867 0.45860 -1.17809 -0.44 -0.28 0.64
C -0.01684 1.16326 -0.26556 1.08 0.23 -0.08
N 0.78467 2.18951 -1.09796 0.10 0.74 -0.95
C 2.23842 1.79805 -1.14987 1.10 -0.53 1.24
C 2.18600 0.31359 -0.77503 -0.42 0.18 -0.07
C 1.15785 0.37958 0.35765 -0.16 0.26 -0.35
C 0.86357 -0.85787 1.18816 0.33 -0.29 -0.57
C 0.53793 -2.13539 0.39508 0.77 -0.05 0.71
C 0.63906 -3.31987 1.29406 1.14 0.03 0.68
F 0.75248 -4.52555 0.67388 -1.91 0.03 -0.08
C 0.56552 -3.30275 2.66204 -0.28 -0.25 -0.35
F 1.50426 -2.80232 3.46797 -1.25 1.04 -0.23
F -0.44067 -3.82754 3.35704 1.29 -1.01 0.01
H -2.37645 2.77369 -0.58737 0.05 0.08 -0.06
H -3.93244 2.08602 -0.12773 -0.14 -0.06 -0.18
H -2.58667 1.85572 0.92993 0.15 0.18 0.08
H -3.05581 0.58843 -1.74104 0.09 0.08 -0.18
H -3.08956 -1.20416 -0.65174 -0.18 -0.30 0.10
H -0.89635 0.73672 -2.22471 0.18 0.27 -0.03
H -0.79884 -0.60551 -1.14723 0.05 -0.11 -0.12
H -0.40598 1.76837 0.54568 -0.82 -0.12 -0.17
H 0.57620 3.13068 -0.76630 0.52 0.06 0.26
H 0.51496 2.24447 -2.08057 -0.59 -0.41 0.10
H 2.78599 2.29471 -0.35360 -0.20 0.34 0.08
H 2.75324 2.06596 -2.06392 -0.50 -0.01 -0.43
H 3.11814 -0.09456 -0.40097 0.29 0.15 -0.22
H 1.85395 -0.25829 -1.63936 -0.05 -0.31 0.05
H 1.60248 1.11701 1.03304 -0.04 -0.15 0.37
H 0.07903 -0.65565 1.91441 -0.12 0.07 0.04
H 1.77161 -1.05700 1.75321 0.08 0.09 0.13
H -0.51704 -2.09933 0.11715 -0.02 -0.12 -0.31
H 1.16849 -2.27077 -0.48336 -0.01 0.16 -0.13

No. 2
49
Properties=species:S:1:pos:R:3:forces:R:3 method="wB97M-V/def2-TZVPD" gap_ha=0.27434 largest_force_ev_per_a=2.6 e_homo_ev=-11.5 charge=+1
Sn 0.49356 -0.64606 -1.82488 1.41 0.34 0.53
I -3.56119 6.24866 1.56814 -0.37 -0.65 -0.20
C -5.04656 5.42394 0.23153 -0.64 1.74 0.40
I -6.30243 3.79867 0.76365 0.25 0.16 0.23
H -4.56943 5.14371 -0.67590 0.47 -0.16 -0.51
H -5.67527 6.33176 0.05625 0.31 -1.15 0.06
O -1.46627 -0.75591 -1.17091 -1.87 -0.63 0.05
S -2.71548 -1.73609 -1.01080 0.92 1.14 0.45
C -3.31508 -1.27070 0.64871 0.50 -1.61 0.05
C -4.78896 -0.99451 0.52567 -1.13 0.60 0.89
C -5.20615 -0.54922 -0.89268 0.17 1.15 0.62
C -4.22634 -1.10611 -1.89016 0.74 -0.72 0.36
H -2.73525 -0.41898 0.97679 0.27 0.24 -0.21
H -3.04181 -2.15690 1.28467 -0.47 0.94 -0.36
H -5.01683 -0.18858 1.25087 -0.09 -0.43 -0.36
H -5.39770 -1.85065 0.83100 0.25 0.00 -0.07
H -5.20668 0.54161 -1.00168 -0.03 -0.15 0.35
H -6.23282 -0.87924 -1.08111 0.31 -0.02 -0.18
H -3.86586 -0.40894 -2.65610 -0.35 -0.55 -0.14
H -4.63297 -2.07013 -2.19356 0.26 0.12 -1.00
F 6.07496 1.76897 1.44363 0.01 -0.88 -0.41
C 6.00646 1.18999 0.21570 0.00 1.87 1.40
F 6.05256 2.24799 -0.63030 -0.61 -1.54 0.04
F 7.07945 0.43532 0.02098 -0.72 -0.06 -0.05
S 4.38543 0.15597 0.16598 -0.42 1.84 -1.81
O 4.46272 -0.87091 1.17646 0.25 0.41 -1.09
O 4.32308 -0.07930 -1.28258 -0.13 -0.90 1.71
N 3.23604 1.20944 0.59219 -0.67 0.05 0.24
S 1.89403 1.66726 -0.08447 2.16 -0.61 0.73
O 0.68323 1.07818 0.49607 0.46 0.45 -0.95
O 1.94154 1.60349 -1.53640 -0.88 -0.30 -0.31
C 1.83206 3.47242 0.38451 0.11 1.77 0.43
F 1.26495 3.62691 1.58936 0.65 -0.50 -0.39
F 1.06803 4.19812 -0.46109 0.67 -1.01 0.07
F 3.07996 3.99548 0.39103 -1.31 -0.70 -0.05
C 0.59731 -1.62761 1.34645 1.79 -0.74 1.42
C 2.23342 -2.71897 -0.16215 0.37 0.47 0.55
C 2.76114 -3.64796 0.93621 -0.28 0.24 -2.05
C 2.89850 -2.94128 -1.52917 0.35 0.26 0.99
N 1.37383 -1.76305 0.06655 -1.00 -0.99 -0.80
H -0.28743 -2.25929 1.44076 0.04 -0.23 -0.72
H 0.30479 -0.60128 1.50935 0.11 0.01 -0.20
H 1.23204 -1.93364 2.23833 -0.57 0.57 -1.14
H 2.95182 -4.61292 0.44537 -0.18 0.14 0.50
H 2.02280 -3.70604 1.68649 -0.46 -0.44 1.07
H 3.70976 -3.28838 1.32049 0.09 0.32 0.06
H 2.23506 -2.99442 -2.39358 -0.13 0.23 0.11
H 3.41553 -3.90203 -1.46114 -0.07 0.20 -0.23
H 3.67644 -2.15876 -1.66453 -0.53 -0.31 -0.08

No. 3
54
Properties=species:S:1:pos:R:3:forces:R:3 method="wB97M-V/def2-TZVPD" s_squared=0.760 gap_ha="0.27277 / 0.25957" spin_multiplicity=2 largest_force_ev_per_a=6.1 e_homo_ev="-3.4 / -3.4" charge=-2
O 2.61889 1.53326 0.56023 -0.45 -0.98 -0.04
V 2.19624 0.57374 -0.62896 2.03 0.68 -0.02
O 2.90894 -0.85556 -0.35977 -0.49 1.61 0.00
C -1.32618 4.02765 -1.07455 1.59 0.19 -0.52
F -1.05762 4.39130 0.18884 -0.52 -0.14 0.30
F -2.25081 3.06412 -1.09698 -0.07 0.44 0.05
F -1.83108 5.12896 -1.68810 0.31 -0.86 0.16
S 0.33310 3.39124 -1.84263 2.35 0.90 -5.54
O 0.03404 3.14038 -3.27566 -1.14 0.28 2.65
O 1.38241 4.43498 -1.80370 -2.47 -1.03 2.11
O 0.62938 2.13477 -1.14592 -0.88 0.28 1.10
C 1.77286 -1.89061 -4.49947 -1.56 2.19 1.63
F 1.14017 -2.98166 -3.95760 1.10 0.36 -0.88
F 3.07612 -1.89314 -4.27988 0.08 -0.84 0.10
F 1.55801 -1.79580 -5.80316 -0.02 -0.94 -0.26
S 0.97289 -0.30992 -3.75933 -1.86 3.28 -3.29
O 1.42138 0.80076 -4.57768 1.61 -1.28 0.42
O -0.45620 -0.42750 -4.03440 0.43 -1.92 1.40
O 1.39286 -0.21078 -2.37208 -0.41 -1.24 0.53
S 4.00320 2.83780 -2.74841 0.36 -1.93 0.83
O 5.14216 2.36455 -3.45796 1.26 -0.89 -1.13
O 4.41421 3.91357 -1.86949 0.22 1.70 1.51
O 3.06171 3.53360 -3.59830 -1.15 0.74 -1.25
O 3.38230 1.72926 -1.99671 -0.66 -0.87 0.48
C -2.64860 -0.68785 0.38726 -0.43 0.81 0.17
C -1.76053 -0.06703 1.50268 -0.98 -1.92 0.09
C -2.44417 -0.20679 2.86248 -0.95 -1.71 1.63
C -2.47186 -1.65106 3.50345 2.38 0.51 -1.51
C -0.98920 -2.17198 3.66067 -1.33 0.37 -1.34
C -0.18506 -2.08663 2.26836 -0.33 0.54 1.61
N -0.49116 -0.78730 1.60738 1.88 0.53 1.42
O 0.30597 -0.65119 0.46021 -0.23 0.23 -0.05
C 1.37735 -2.24124 2.69461 -0.80 0.79 -1.49
C -0.62954 -3.25582 1.36045 0.74 -0.44 0.33
C -1.56811 1.40927 1.27128 1.10 0.44 0.02
H -2.10454 -0.79688 -0.55093 -0.02 0.06 -0.03
H -3.46049 0.02154 0.22691 -0.03 0.12 -0.35
H -3.16802 -1.61597 0.62578 0.41 -0.23 0.27
H -2.01709 0.49585 3.57801 0.14 0.02 0.00
H -3.52431 -0.06060 2.86768 -0.07 1.01 -0.79
H -2.91835 -2.30827 2.75725 -0.35 -0.10 0.06
H -3.07871 -1.70408 4.40735 0.22 0.14 0.11
H -1.09455 -3.22937 3.90340 0.54 -0.10 0.28
H -0.48182 -1.61954 4.45154 0.16 -0.07 -0.11
H 1.53835 -3.21948 3.14763 0.00 0.03 -0.10
H 2.05259 -2.05154 1.86024 -0.31 -0.92 -0.84
H 1.86105 -1.45854 3.27902 -1.14 0.24 0.97
H -0.07907 -3.28219 0.42003 0.04 0.20 -0.11
H -0.36244 -4.19428 1.84629 -0.02 -0.15 0.10
H -1.69400 -3.30660 1.13145 0.00 0.34 0.16
H -1.03550 1.65759 0.35325 -0.37 -0.30 -0.12
H -0.90093 1.79077 2.04421 -0.03 0.03 0.25
H -2.51187 1.94908 1.34888 -0.04 -0.12 -0.20
H -0.03429 -1.30482 -0.15508 0.14 -0.10 -0.74

No. 4
47
Properties=species:S:1:pos:R:3:forces:R:3 method="wB97M-V/def2-TZVPD" gap_ha=0.35923 relative_energy_ev=0.000 largest_force_ev_per_a=0.2 e_homo_ev=-16.1 charge=+2
Y 0.06308 -0.54530 -0.11211 0.10 -0.03 0.01
C 3.46729 0.24898 -2.03456 0.02 -0.01 0.02
Se 1.78530 1.19679 -1.76721 0.00 0.02 0.01
C 2.35851 2.52131 -0.44058 0.00 -0.02 -0.02
C 2.75231 1.97943 0.91803 0.00 0.02 0.01
Se 1.31446 1.16892 1.97354 0.02 -0.01 -0.01
C 0.08986 2.68340 2.08706 0.01 0.00 0.01
H 4.17674 0.96210 -2.44477 0.00 0.00 -0.01
H 3.27509 -0.53769 -2.75956 -0.01 0.01 -0.01
H 3.83071 -0.17950 -1.10623 0.00 0.00 0.00
H 1.54076 3.23821 -0.38124 0.00 0.00 0.01
H 3.20308 3.03868 -0.89723 0.00 0.00 0.00
H 3.15508 2.78434 1.53405 -0.01 0.00 0.01
H 3.52238 1.21110 0.85514 -0.01 0.00 -0.01
H 0.62711 3.51061 2.54335 0.00 0.00 0.00
H -0.71895 2.37218 2.74374 0.00 0.01 0.00
H -0.30951 2.96777 1.11754 0.00 0.00 0.00
C -4.43228 2.28822 0.22227 0.00 -0.01 0.01
O -3.12615 1.70197 0.53303 0.00 0.01 -0.01
P -2.66249 0.23674 0.24481 -0.11 -0.03 0.10
O -4.00279 -0.48622 -0.15357 -0.02 0.00 0.00
C -4.08065 -1.92794 -0.34865 0.02 0.04 0.02
O -1.79564 0.31761 -1.19596 0.05 0.04 -0.09
C -2.33496 0.79174 -2.47396 -0.01 -0.02 0.02
H -4.37260 3.31602 0.56045 -0.01 0.00 0.00
H -5.20256 1.74862 0.76376 -0.01 0.01 -0.01
H -4.61541 2.24451 -0.84789 0.00 0.00 0.00
H -5.13760 -2.16088 -0.40713 0.00 -0.01 0.00
H -3.63178 -2.44415 0.49867 0.00 -0.01 0.00
H -3.58253 -2.20017 -1.27733 0.00 -0.01 0.00
H -1.64303 0.48548 -3.25174 0.01 0.01 0.00
H -2.41718 1.87462 -2.43307 0.01 0.00 -0.01
H -3.30719 0.33273 -2.63344 0.00 0.00 0.00
F 0.06444 -2.14494 1.70787 -0.01 -0.02 -0.06
C 0.14595 -3.50732 1.28932 -0.03 -0.01 -0.01
F 0.88929 -4.11137 2.17281 -0.01 0.01 0.00
F -1.09065 -3.94581 1.33914 0.00 -0.01 0.04
C 0.69085 -3.47783 -0.17480 -0.06 0.02 -0.06
O 0.03352 -2.47481 -0.84045 0.05 -0.07 0.01
C 0.44345 -4.86148 -0.85298 0.03 -0.01 0.04
F 0.89246 -5.83170 -0.05760 0.00 0.00 -0.01
F -0.85548 -5.02706 -1.06129 -0.01 0.00 0.00
F 1.07203 -4.92471 -2.01816 0.00 0.00 -0.01
C 2.19956 -3.10794 -0.17377 0.01 0.04 0.04
F 2.69537 -3.00580 -1.38711 -0.01 0.00 0.00
F 2.25034 -1.78493 0.34510 -0.03 0.02 -0.01
F 2.97301 -3.84330 0.57641 0.00 0.03 -0.01